No. 1
{"formula": "C13H24N5O2", "method": "ωB97M-V/def2-TZVPD", "symbols": ["C", "C", "C", "C", "C", "C", "C", "C", "C", "O", "C", "N", "C", "N", "N", "C", "H", "H", "H", "H", "H", "H", "H", "H", "H", "H", "H", "H", "H", "H", "H", "H", "H", "H", "H", "H", "C", "O", "N", "N", "H", "H", "H", "H"], "xyz": [[-5.9978, -0.6092, -0.7097], [-4.4233, -0.8731, -1.1631], [-3.9884, -0.7087, -2.7518], [-2.4236, -0.9379, -3.2972], [-1.1958, -1.3498, -2.2382], [0.3099, -1.5031, -2.8587], [0.1964, -2.0586, -4.4327], [1.2902, -2.5650, -2.0888], [-1.6422, -1.5131, -0.6699], [-0.6538, -1.8596, 0.3614], [-0.6127, -0.8791, 1.4568], [0.8803, -0.7094, 1.8085], [1.3699, 0.5820, 1.1880], [2.3594, 1.4055, 2.0210], [0.9696, 1.0978, -0.0284], [-3.2097, -1.3027, -0.1262], [-6.2235, 0.5474, -0.5396], [-6.7087, -0.9674, -1.5956], [-6.2202, -1.2192, 0.2871], [-4.8315, -0.4017, -3.5128], [-2.2662, -0.7496, -4.4422], [0.8294, -0.4365, -2.9603], [1.3175, -2.2443, -4.7830], [-0.3446, -3.1195, -4.4630], [-0.2775, -1.2755, -5.1613], [2.0772, -3.0878, -2.7995], [0.6910, -3.3267, -1.4111], [1.9448, -1.9233, -1.3239], [-1.1496, 0.1372, 1.2350], [-1.0791, -1.4159, 2.4153], [1.3824, -1.4749, 1.2666], [1.8517, 2.3066, 2.2082], [3.1787, 1.5546, 1.3886], [1.2313, 0.7280, -0.9689], [0.2874, 1.9084, 0.0174], [-3.5083, -1.4606, 1.0188], [3.8652, 3.8237, 4.4945], [2.7828, 4.0850, 3.9937], [4.5615, 2.7153, 4.1846], [4.4585, 4.6210, 5.4013], [5.4542, 2.4831, 4.5863], [4.1503, 2.0878, 3.5058], [3.9676, 5.4661, 5.6625], [5.3492, 4.4228, 5.8247]], "homo_energy_ev": -10.9, "gap_ev": 4.8, "total_charge": 1, "lumo_energy_ev": -6.13}

---

No. 2
{"formula": "C13H24NO4Rb", "method": "ωB97M-V/def2-TZVPD", "symbols": ["Rb", "C", "C", "C", "C", "C", "C", "N", "O", "C", "C", "C", "H", "H", "H", "H", "H", "H", "H", "H", "H", "H", "H", "H", "H", "H", "H", "H", "H", "H", "C", "C", "C", "O", "C", "O", "O", "H", "H", "H", "H", "H", "H"], "xyz": [[-1.7994, -2.7026, 1.9656], [2.4938, 0.8248, 2.3033], [1.2623, 1.6773, 2.7182], [1.1953, 3.1039, 2.0775], [0.9694, 3.0967, 0.4978], [-0.4298, 2.4333, 0.3596], [-0.7127, 1.0533, 1.1619], [0.0074, 0.9363, 2.4112], [-0.2688, -0.3303, 3.1416], [-0.3162, -0.0827, 0.0902], [-2.2687, 1.1285, 1.3547], [1.4567, 1.9485, 4.2576], [3.3509, 1.4856, 2.1733], [2.3448, 0.5179, 1.2681], [2.8265, -0.0186, 2.9084], [2.1214, 3.6101, 2.3498], [0.3896, 3.7186, 2.4789], [1.6630, 2.4618, -0.0534], [1.1171, 4.1124, 0.1310], [-0.6787, 2.3697, -0.6997], [-1.2003, 3.1609, 0.6148], [-0.1847, -1.1021, 0.4531], [0.6427, 0.1829, -0.3549], [-0.9078, -0.0191, -0.8231], [-2.9618, 1.2339, 0.5200], [-2.6745, 1.9232, 1.9808], [-2.5124, 0.2776, 1.9908], [2.2645, 2.6594, 4.4310], [1.8453, 1.0754, 4.7818], [0.5295, 2.3175, 4.6961], [-1.0180, -2.7021, -5.4356], [-1.1466, -3.6239, -4.2363], [0.3065, -3.8069, -3.6442], [0.0685, -3.8778, -2.2175], [-1.1722, -3.3148, -1.9291], [-1.6395, -3.1997, -0.8016], [-1.6995, -2.9212, -3.1603], [-0.5900, -3.2179, -6.2951], [-0.4399, -1.7845, -5.3262], [-1.9917, -2.2885, -5.6985], [-1.7929, -4.4761, -4.4463], [1.0011, -3.0377, -3.9817], [0.5497, -4.8032, -4.0134]], "spin_multiplicity": 2, "homo_energy_ev": [-11.9, -13.0], "gap_ev": [9.1, 9.5], "total_charge": 1, "lumo_energy_ev": [-2.78, -3.46]}

---

No. 3
{"formula": "C13H24O4", "method": "ωB97M-V/def2-TZVPD", "symbols": ["C", "C", "C", "O", "O", "C", "C", "C", "C", "C", "O", "C", "C", "C", "C", "O", "C", "H", "H", "H", "H", "H", "H", "H", "H", "H", "H", "H", "H", "H", "H", "H", "H", "H", "H", "H", "H", "H", "H", "H", "H"], "xyz": [[1.5564, -3.0822, 0.3638], [2.9273, -2.5347, -0.0663], [2.9383, -2.1101, -1.5156], [2.6033, -2.8626, -2.4303], [3.3704, -0.8252, -1.7576], [2.2915, 0.1188, -1.6708], [2.2197, 0.8350, -0.3128], [0.8231, 0.7868, 0.3050], [0.7895, 0.5805, 1.8469], [0.6531, 1.9946, 2.3978], [0.1958, 2.8143, 1.3425], [-0.0137, 2.0546, 0.1206], [-1.5020, 1.7488, 0.0451], [-1.9429, 1.0299, -1.2186], [-3.4260, 0.5942, -1.1941], [-3.9726, 0.6110, 0.1071], [-4.5272, -0.6089, 0.5374], [0.7556, -2.7668, -0.2943], [1.5655, -4.1617, 0.4285], [1.3263, -2.7102, 1.3581], [3.6649, -3.3242, 0.0346], [3.2321, -1.7140, 0.5691], [1.3602, -0.3921, -1.9030], [2.4435, 0.8470, -2.4586], [2.5108, 1.8671, -0.4824], [2.9339, 0.4026, 0.3770], [0.2362, -0.0306, -0.1072], [1.6912, 0.0567, 2.1393], [-0.0684, -0.0476, 2.0505], [-0.0632, 1.9976, 3.2145], [1.6158, 2.3916, 2.7073], [0.3544, 2.7135, -0.6582], [-2.0603, 2.6768, 0.1165], [-1.7520, 1.1588, 0.9186], [-1.3482, 0.1376, -1.4053], [-1.8131, 1.6622, -2.0929], [-4.0095, 1.2645, -1.8233], [-3.5205, -0.3984, -1.6282], [-3.9590, -1.4670, 0.1860], [-4.5113, -0.6200, 1.6231], [-5.5691, -0.6880, 0.2302]], "smiles": "CCC(=O)OCC[C@H]1CCO[C@@H]1CCCOC", "homo_energy_ev": -9.5, "gap_ev": 10.2, "total_charge": 0, "de_lowest_kcal_mol": 0.0, "lumo_energy_ev": 0.62}

---

No. 4
{"formula": "C13H25As2F3GdN7O5S2", "method": "ωB97M-V/def2-TZVPD", "symbols": ["Gd", "C", "As", "C", "C", "C", "C", "C", "C", "C", "As", "C", "C", "H", "H", "H", "H", "H", "H", "H", "H", "H", "H", "H", "H", "H", "H", "H", "H", "N", "N", "C", "N", "N", "N", "O", "O", "H", "H", "H", "H", "H", "F", "C", "F", "F", "S", "O", "O", "O", "N", "C", "N", "S", "H", "H", "H", "H"], "xyz": [[-0.2153, -0.9737, -1.5925], [-2.0516, 3.2088, 1.7901], [-0.7624, 2.0156, 0.8859], [0.1740, 3.1368, -0.5688], [0.6319, 2.2778, 2.2685], [0.8879, 3.4972, 2.8624], [1.8422, 3.5464, 3.8814], [2.6333, 2.4287, 4.1687], [2.3193, 1.1797, 3.5840], [1.2632, 1.0915, 2.6765], [0.5048, -0.7146, 2.2248], [0.7309, -1.4945, 4.0167], [2.2559, -1.6541, 1.5298], [-2.4048, 2.6476, 2.6754], [-2.8538, 3.3646, 1.0615], [-1.6161, 4.1538, 2.1506], [0.5566, 3.9830, -0.0198], [-0.4373, 3.3096, -1.4164], [0.9922, 2.4523, -0.8237], [0.2998, 4.3889, 2.6063], [1.9262, 4.5144, 4.4455], [3.5205, 2.5744, 4.7632], [2.9279, 0.2922, 3.8471], [1.7578, -1.5903, 4.2982], [0.2054, -2.4545, 4.0705], [0.2226, -0.6924, 4.6890], [3.3611, -0.1919, 1.1697], [2.8456, -1.8342, -0.6015], [2.3881, -2.5892, 2.0766], [-1.0601, -3.4954, -1.7922], [-0.1465, -4.4069, -1.2255], [0.9027, -3.8949, -0.5301], [1.8960, -4.6912, -0.1259], [0.8947, -2.5722, -0.4139], [2.0472, -1.7871, 0.0628], [3.4058, -0.8651, 1.8936], [1.6398, -0.3601, -0.3882], [-1.9852, -3.6642, -1.3808], [-1.1747, -3.6813, -2.8180], [0.0463, -5.2257, -1.8345], [1.6088, -5.6808, -0.1003], [2.7269, -4.3927, 0.3699], [-2.1971, 0.3496, -5.2950], [-1.4060, -0.7058, -5.5486], [-1.9351, -1.8088, -5.2233], [-1.0647, -0.6441, -6.8832], [0.2481, -0.1558, -4.5477], [0.6933, -1.4087, -3.8199], [1.1055, 0.4283, -5.5702], [-0.1766, 0.6889, -3.3589], [-4.6841, 1.0303, -1.0480], [-3.5659, 0.6764, -1.6971], [-3.0599, 1.4284, -2.7002], [-2.7670, -0.7553, -1.0804], [-5.2468, 1.8284, -1.2682], [-4.9126, 0.4954, -0.2418], [-3.5789, 2.2614, -3.0139], [-2.1596, 1.1348, -3.1399]], "spin_multiplicity": 8, "homo_energy_ev": [-13.4, -13.3], "gap_ev": [8.0, 3.8], "total_charge": 2, "de_lowest_kcal_mol": 0.0, "lumo_energy_ev": [-5.36, -9.46]}

---

No. 5
{"formula": "C13H25B2O10", "method": "ωB97M-V/def2-TZVPD", "symbols": ["B", "B", "C", "O", "H", "H", "H", "H", "H", "H", "H", "C", "C", "C", "O", "C", "O", "O", "H", "H", "H", "H", "H", "H", "C", "C", "C", "O", "C", "O", "O", "H", "H", "H", "H", "H", "H", "C", "C", "C", "O", "C", "O", "O", "H", "H", "H", "H", "H", "H"], "xyz": [[-0.0015, 1.7502, -0.5239], [-1.5296, 2.4708, -0.4475], [-2.9258, 1.7486, -0.2274], [-1.7080, 3.8913, -0.6126], [0.8837, 2.5630, -0.8572], [-0.0667, 0.8778, -1.4030], [0.3043, 1.2040, 0.5517], [-3.2700, 1.8790, 0.8059], [-2.8536, 0.6797, -0.4361], [-3.6860, 2.1942, -0.8776], [-1.5100, 4.0663, -1.5382], [2.4052, -2.4591, -3.4580], [1.1435, -2.8616, -2.7479], [0.2421, -3.8303, -3.4981], [-1.0611, -3.4705, -3.0381], [-1.0164, -2.1666, -2.5978], [-1.9687, -1.5311, -2.2972], [0.2629, -1.7502, -2.5570], [3.0390, -1.8562, -2.8130], [2.9669, -3.3488, -3.7454], [2.1679, -1.8757, -4.3487], [1.3748, -3.2455, -1.7488], [0.4265, -4.8785, -3.2786], [0.3008, -3.6609, -4.5770], [-2.6305, 4.5197, 2.2726], [-3.7167, 3.8597, 3.0674], [-5.1156, 4.4032, 2.8338], [-5.7554, 4.2159, 4.1070], [-4.7911, 4.1796, 5.0587], [-5.0075, 4.2189, 6.2323], [-3.5763, 4.0974, 4.4972], [-1.6898, 3.9781, 2.3561], [-2.8909, 4.5340, 1.2144], [-2.4719, 5.5419, 2.6216], [-3.7028, 2.7777, 2.9240], [-5.6733, 3.8738, 2.0680], [-5.0925, 5.4720, 2.6101], [3.9208, -1.8541, 1.1471], [3.9628, -3.2067, 0.4889], [5.1607, -4.0852, 0.8243], [5.3632, -4.8291, -0.3875], [4.8466, -4.1087, -1.4138], [4.9920, -4.3440, -2.5714], [4.1249, -3.0748, -0.9376], [2.9786, -1.3457, 0.9519], [4.0372, -1.9672, 2.2255], [4.7307, -1.2325, 0.7655], [3.0311, -3.7537, 0.6538], [4.9940, -4.7768, 1.6441], [6.0513, -3.4832, 1.0175]], "homo_energy_ev": -3.8, "gap_ev": 6.0, "total_charge": -1, "lumo_energy_ev": 2.18}

---

Calculated total energy
In order: -933.3169 -889.2455 -810.6423 -7602.4249 -1312.5443
Unit: hartree
Molecular weight
In order: 282.37 343.81 244.33 787.61 362.96
Unit: u